The following is a DFT calculation (ωB97M-V/def2-TZVPD) of one molecule with the formula C10H8N2 at a distorted geometry.

Its energy above the lowest of the compared OMol25 structures with the same formula, charge and spin is 18.64 kcal/mol. The maximum force comes out at 3.52 eV/Å. The value obtained for the molecular weight is 156.19 g mol⁻¹. Its energy is -13478.874 eV.

Positions of all 20 atoms, in Å:
C  -0.495  2.775  -1.587
C  0.002  2.002  -0.469
C  -0.148  0.600  -0.489
C  0.165  -0.367  0.557
C  -0.641  -1.453  0.956
C  -0.115  -2.433  1.780
N  1.033  -2.401  2.465
C  1.841  -1.407  2.161
C  1.404  -0.420  1.239
C  -0.803  0.063  -1.634
C  -1.149  0.904  -2.667
N  -1.002  2.270  -2.654
H  -0.245  3.812  -1.604
H  0.573  2.398  0.349
H  -1.688  -1.650  0.665
H  -0.829  -3.229  2.042
H  2.698  -1.341  2.843
H  2.134  0.381  1.119
H  -1.046  -0.957  -1.646
H  -1.687  0.452  -3.425

Cartesian forces, eV/Å:
C 2.4 -0.9 2.5
C -0.3 -1.4 -1.0
C -1.5 1.1 -1.3
C 1.7 -1.6 2.1
C -0.3 -0.2 -0.8
C -1.2 -0.3 1.2
N -0.4 -0.9 -0.7
C -1.7 1.0 0.0
C 1.4 1.0 0.2
C 0.7 2.2 0.7
C 0.3 1.2 2.0
N -1.0 -2.1 -1.3
H -0.3 0.8 0.1
H -0.1 0.7 0.2
H 0.7 0.5 -0.2
H 0.6 0.1 -0.1
H 0.1 0.4 -0.9
H -0.2 0.0 -0.4
H -0.2 -1.3 -0.3
H -0.8 -0.4 -2.0